ORCA calculation (ωB97M-V/def2-TZVPD) on 2 unconnected molecules or ions with the total composition C2H11N5 at a distorted geometry.

Properties
Energy relative to the best compared isomer or geometry (same formula, charge and spin): 8.2071 eV
HOMO level (alpha / beta): -17.394 / -17.278 eV
LUMO energy (alpha / beta): -9.56 / -9.95 eV
M: 105.14 Da

Geometry as ORCA input:
```
! RIJCOSX wB97M-V def2-TZVPD def2/J DEFGRID3
* xyz 2 1
C -0.823 -0.463 0.102
C 1.691 1.148 0.752
N -1.223 -1.672 0.500
N -1.632 0.534 0.077
N 1.332 -0.144 0.483
N -2.859 0.563 -0.376
N 1.907 -0.628 -0.777
H 1.832 1.877 -0.233
H 0.945 1.615 1.463
H 2.674 1.108 1.282
H -0.527 -2.437 0.532
H -1.249 1.455 0.122
H -3.133 1.521 -0.699
H -2.221 -1.795 0.903
H -3.143 -0.385 -0.734
H 2.241 0.170 -1.397
H 1.442 -1.347 -1.411
H 2.747 -1.121 -0.589
*
```

These are the Mulliken partial charges, in e, on atoms 1 to 5: number 1, C, carries 0.502; number 2, C, carries -0.923; number 3, N, carries -0.365; number 4, N, carries 0.258; number 5, N, carries -0.180